A) 21
Properties=species:S:1:pos:R:3:nbo_charge:R:1 method="wB97M-V/def2-TZVPD" charge=+1 homo_ha=-0.5438 spin_multiplicity=1 lumo_ev=-8.92 orbital_gap_ev=5.872
O 1.92 -1.57 -0.46 -0.47
C 1.55 -0.46 -0.41 0.66
N 1.35 0.70 -0.09 -0.53
C 4.51 0.88 -0.05 -0.85
C -1.70 -0.02 0.30 -0.36
N -3.04 0.36 0.29 0.23
C -3.68 0.25 -0.95 -0.56
C -1.38 -1.08 1.39 -0.56
H 3.46 1.15 0.05 0.19
H 5.16 1.72 0.20 0.23
H 4.71 0.02 0.58 0.22
H 4.70 0.56 -1.08 0.22
H -1.07 0.88 0.50 0.38
H 0.40 0.14 -0.63 0.35
H -1.34 -0.40 -0.67 0.19
H -4.72 0.51 -0.84 0.26
H -3.26 0.94 -1.71 0.34
H -3.59 -0.75 -1.42 0.32
H -1.69 -0.64 2.35 0.25
H -0.30 -1.25 1.45 0.27
H -1.98 -1.95 1.20 0.24

=====

B) 21
Properties=species:S:1:pos:R:3:nbo_charge:R:1 method="wB97M-V/def2-TZVPD" charge=+1 homo_ha=-0.5230 spin_multiplicity=1 lumo_ev=-8.08 orbital_gap_ev=6.146
C -1.06 0.86 1.63 -0.60
O 0.65 2.39 -0.95 -0.87
C -0.76 -0.57 1.74 -0.41
C 0.71 -0.96 1.39 -0.57
C 1.07 -0.28 0.06 0.56
N -0.85 0.48 -2.54 -0.68
C -0.35 -0.68 -2.27 0.28
N 0.37 -1.05 -1.10 -0.72
H -0.83 1.46 2.57 0.24
H -2.12 1.07 1.44 0.26
H -0.29 1.19 0.88 0.21
H -0.85 -1.06 2.80 0.24
H -1.40 -1.19 0.99 0.23
H 0.79 -2.21 1.48 0.37
H 1.48 -0.57 2.16 0.26
H 0.62 1.55 -1.53 0.48
H 2.11 -0.15 -0.18 0.21
H -1.55 0.32 -3.36 0.40
H 1.57 2.73 -1.13 0.49
H -0.30 -1.56 -2.90 0.19
H 1.01 -1.79 -1.18 0.42

=====

The least stable of them is A).

=====

A) 21
Properties=species:S:1:pos:R:3:nbo_charge:R:1 method="wB97M-V/def2-TZVPD" charge=+1 homo_ha=-0.5160 spin_multiplicity=1 lumo_ev=-4.86 orbital_gap_ev=9.182
C 1.69 -1.08 1.37 -0.35
C 1.35 -1.26 0.10 -0.46
C 0.38 1.09 -1.01 -0.37
C -1.42 0.32 0.66 -0.19
C -0.70 0.15 -0.65 0.52
N -1.20 -0.68 -1.57 -0.67
N 0.86 2.09 -0.04 -0.79
O -2.43 -0.65 0.83 -0.69
H 2.65 -0.66 1.61 0.22
H 1.04 -1.21 2.31 0.20
H 2.22 -1.22 -0.62 0.23
H 1.31 0.53 -1.16 0.29
H 0.15 1.38 -2.08 0.26
H -1.96 1.35 0.68 0.27
H -0.65 0.26 1.51 0.24
H -1.84 -1.44 -1.37 0.45
H -0.77 -0.78 -2.50 0.43
H 0.46 -1.65 -0.23 0.18
H 0.58 1.74 0.87 0.36
H 0.35 3.05 -0.12 0.39
H -2.08 -1.32 1.43 0.49

=====

B) 21
Properties=species:S:1:pos:R:3:nbo_charge:R:1 method="wB97M-V/def2-TZVPD" charge=+1 homo_ha=-0.4806 spin_multiplicity=1 lumo_ev=-3.37 orbital_gap_ev=9.713
C -0.26 -0.98 -1.53 -0.21
C -1.24 -0.59 -0.41 -0.47
C -0.86 0.38 0.69 0.10
C -1.49 0.33 1.86 -0.37
C -0.02 2.56 0.76 0.03
N 0.10 1.36 0.39 -0.52
N 0.74 0.11 -1.88 -0.67
H 0.31 -1.88 -1.31 0.23
H -0.85 -1.12 -2.43 0.23
H -1.57 -1.52 0.04 0.26
H -2.13 -0.18 -0.92 0.24
H -2.26 -0.41 2.10 0.23
H -1.23 1.06 2.62 0.21
H -0.86 2.97 1.33 0.18
H 0.76 3.28 0.53 0.19
H 0.92 0.13 -2.88 0.44
H 0.35 1.02 -1.65 0.46
H 1.59 -0.03 -1.35 0.45
H 2.10 -1.63 1.36 0.45
H 2.86 -2.92 1.35 0.47
O 3.02 -1.96 1.33 -0.93

=====

The least stable of them is A).

=====

A) 21
Properties=species:S:1:pos:R:3:nbo_charge:R:1 method="wB97M-V/def2-TZVPD" charge=+1 homo_ha=-0.4527 spin_multiplicity=1 lumo_ev=-3.69 orbital_gap_ev=8.630 smiles="CNCC/[NH+]=C/OC"
C 3.06 -1.28 -0.51 -0.42
N 1.86 -0.69 0.10 -0.64
C 1.73 0.68 -0.31 -0.21
C 0.50 1.34 0.41 -0.23
N -0.66 0.76 -0.18 -0.46
C -1.72 0.21 0.29 0.55
O -2.65 -0.23 -0.47 -0.44
C -3.96 -0.51 0.26 -0.26
H 3.98 -0.61 -0.41 0.17
H 3.39 -2.27 -0.09 0.23
H 2.80 -1.29 -1.58 0.20
H 1.78 -0.88 1.01 0.36
H 1.42 0.87 -1.31 0.18
H 2.74 1.06 -0.07 0.21
H 0.46 1.13 1.49 0.22
H 0.32 2.41 0.27 0.24
H -0.66 0.67 -1.22 0.42
H -1.87 0.47 1.31 0.18
H -3.92 0.17 1.17 0.22
H -3.89 -1.66 0.42 0.24
H -4.70 -0.37 -0.57 0.25

=====

B) 21
Properties=species:S:1:pos:R:3:nbo_charge:R:1 method="wB97M-V/def2-TZVPD" charge=+1 homo_ha=-0.4626 spin_multiplicity=1 lumo_ev=-3.21 orbital_gap_ev=9.378 smiles="C=C(N)C[C@H]([NH3+])CO"
C -1.87 -1.04 -2.20 -0.45
C -1.01 -0.24 -1.60 0.15
N 0.11 0.26 -2.33 -0.86
C -1.05 0.07 -0.09 -0.46
C 0.30 0.21 0.72 -0.08
N 1.49 -0.38 0.05 -0.71
C 0.37 -0.04 2.19 -0.11
O 1.05 1.10 2.75 -0.76
H -2.06 -1.33 -3.22 0.23
H -2.76 -1.37 -1.67 0.22
H 0.41 1.19 -2.05 0.38
H -0.01 0.17 -3.33 0.41
H -1.56 1.02 0.03 0.26
H -1.60 -0.68 0.47 0.25
H 0.63 1.30 0.71 0.25
H 1.50 -0.32 -1.03 0.48
H 1.44 -1.41 0.04 0.43
H 2.33 -0.03 0.51 0.45
H 0.84 -0.90 2.65 0.21
H -0.63 0.10 2.60 0.21
H 1.48 1.05 3.60 0.50

=====

The least stable of them is A).

=====

A) 21
Properties=species:S:1:pos:R:3:nbo_charge:R:1 method="wB97M-V/def2-TZVPD" charge=+1 homo_ha=-0.5228 spin_multiplicity=1 lumo_ev=-2.92 orbital_gap_ev=11.309 smiles="CNC(OC)=[N+](C)C"
C 0.43 -1.69 -2.01 -0.44
N 0.01 -0.34 -1.46 -0.52
C -0.09 -0.15 -0.16 0.83
O -0.21 -1.26 0.55 -0.50
C 0.48 -1.77 1.69 -0.26
N -0.14 1.13 0.36 -0.40
C -1.05 1.46 1.47 -0.43
C 0.06 2.25 -0.60 -0.45
H 1.58 -1.74 -2.07 0.22
H 0.36 -2.47 -1.31 0.24
H 0.07 -1.92 -3.02 0.25
H 0.10 0.42 -2.01 0.41
H 1.46 -2.23 1.42 0.20
H 0.02 -2.72 1.89 0.24
H 0.60 -0.90 2.34 0.21
H -0.46 1.77 2.39 0.24
H -1.58 0.52 1.69 0.22
H -1.84 2.09 1.09 0.23
H -0.86 2.29 -1.32 0.22
H 1.07 2.08 -0.98 0.23
H 0.00 3.20 0.07 0.26

=====

B) 21
Properties=species:S:1:pos:R:3:nbo_charge:R:1 method="wB97M-V/def2-TZVPD" charge=+1 homo_ha=-0.5034 spin_multiplicity=1 lumo_ev=-3.32 orbital_gap_ev=10.375 smiles="CNC(=O)[C@@H](C)[NH2+]C"
C 1.87 -0.13 1.77 -0.44
N 1.04 -1.14 1.12 -0.60
C 0.38 -0.78 -0.04 0.66
O -0.17 -1.57 -0.76 -0.60
C 0.00 0.72 -0.31 -0.13
C 0.72 1.66 -1.28 -0.66
N -1.39 0.67 -0.83 -0.56
C -2.32 0.05 0.22 -0.44
H 2.92 -0.34 1.30 0.21
H 2.07 -0.29 2.88 0.24
H 1.74 0.87 1.60 0.21
H 1.27 -2.13 1.32 0.44
H -0.07 1.30 0.69 0.24
H 0.69 1.52 -2.36 0.25
H 0.43 2.66 -1.15 0.23
H 1.79 1.63 -1.09 0.25
H -1.28 -0.05 -1.68 0.50
H -1.78 1.70 -1.00 0.47
H -2.02 0.09 1.32 0.25
H -2.60 -0.98 0.06 0.26
H -3.19 0.72 -0.02 0.22

=====

The least stable of them is A).